No. 1
Below is an isolated ion of composition C10H19N2O and charge +1 in a non-equilibrium geometry, with properties calculated with the ωB97M-V functional and the def2-TZVPD basis.

Last columns: bonded neighbours and bond lengths (Å).
CARTESIAN COORDINATES (ANGSTROEM)
1 C -0.78 -2.55 1.74  N2 1.219, H14 1.130, H15 1.011
2 N -0.89 -2.09 0.61  C1 1.219, C3 1.330
3 C -1.73 -1.55 -0.26  N2 1.330, C4 1.516, N5 1.347
4 C -2.56 -2.57 -1.01  C3 1.516, H16 1.073, H17 1.049, H18 1.137
5 N -1.66 -0.22 -0.49  C3 1.347, C6 1.499, H19 1.031
6 C -0.64 0.72 0.08  N5 1.499, O7 1.336, C11 1.377
7 O 0.40 0.06 0.59  C6 1.336, C8 1.422
8 C 1.50 -0.01 -0.31  O7 1.422, C9 1.501, H20 1.185, H21 1.116
9 C 2.66 -0.57 0.47  C8 1.501, C10 1.535, H22 1.203, H23 1.118
10 C 3.76 -0.96 -0.52  C9 1.535, H24 1.158, H25 1.126, H26 1.052
11 C -0.78 2.09 0.07  C6 1.377, C12 1.520, C13 1.478
12 C 0.17 3.06 0.76  C11 1.520, H27 1.039, H28 1.077, H29 1.225
13 C -1.96 2.83 -0.44  C11 1.478, H30 1.183, H31 1.081, H32 1.017
14 H 0.28 -2.82 2.00  C1 1.130
15 H -1.58 -2.65 2.35  C1 1.011
16 H -2.68 -3.36 -0.30  C4 1.073
17 H -3.51 -2.12 -1.07  C4 1.049
18 H -2.02 -2.67 -2.01  C4 1.137
19 H -2.22 0.24 -1.22  N5 1.031
20 H 1.58 1.11 -0.66  C8 1.185
21 H 1.07 -0.62 -1.14  C8 1.116
22 H 3.08 0.23 1.26  C9 1.203
23 H 2.24 -1.52 0.89  C9 1.118
24 H 3.57 -1.79 -1.31  C10 1.158
25 H 4.10 0.01 -1.00  C10 1.126
26 H 4.69 -1.18 -0.10  C10 1.052
27 H 0.08 3.89 0.15  C12 1.039
28 H 1.11 2.57 0.96  C12 1.077
29 H -0.32 3.23 1.86  C12 1.225
30 H -2.73 2.20 -1.08  C13 1.183
31 H -2.55 3.46 0.20  C13 1.081
32 H -1.65 3.54 -1.10  C13 1.017

Summary:
total energy = -576.80513 a.u.
relative energy (zero: lowest compared OMol25 entry of this formula, charge and spin) = 3.664 eV
charge = +1
HOMO = -12.123 eV
frontier orbital gap = 8.543 eV
multiplicity = 1

---

No. 2
Below is a 2-piece molecular cluster, C10H19N2O overall in a non-equilibrium geometry, with properties calculated with the ωB97M-V functional and the def2-TZVPD basis.

Last columns: bonded neighbours and bond lengths (Å).
CARTESIAN COORDINATES (ANGSTROEM)
1 C 1.48 0.26 -0.05  C2 1.584, C3 1.538, H14 1.122, H15 1.081
2 C 0.85 1.40 0.86  C1 1.584, C4 1.542, H16 1.060, H17 1.084
3 C 2.02 -0.79 0.94  C1 1.538, C8 1.562, H18 1.073, H19 0.999
4 C 0.91 0.86 2.30  C2 1.542, C8 1.590, H20 1.116, H21 1.131
5 C -0.15 1.27 -3.98  C6 1.551, N11 1.381, H22 1.129, H23 1.075
6 C -1.12 1.83 -2.91  C5 1.551, N11 1.384, H24 1.093, H25 1.087
7 C -0.49 -2.38 0.93  C9 1.494, N12 1.451, H26 1.077, H27 1.053
8 C 1.04 -0.71 2.15  C3 1.562, C4 1.590, C9 1.456, H28 1.133
9 C -0.26 -1.37 2.00  C7 1.494, C8 1.456, N12 1.406, H29 1.071
10 C -2.27 -0.57 0.56  N12 1.395, H30 1.163, H31 1.085, H32 1.048
11 N -0.56 0.57 -2.85  C5 1.381, C6 1.384, O13 1.229
12 N -0.98 -1.01 0.85  C7 1.451, C9 1.406, C10 1.395
13 O -0.29 -0.33 -2.07  N11 1.229
14 H 0.58 -0.13 -0.59  C1 1.122
15 H 2.03 0.65 -0.89  C1 1.081
16 H 1.34 2.32 0.71  C2 1.060
17 H -0.16 1.51 0.48  C2 1.084
18 H 2.09 -1.72 0.42  C3 1.073
19 H 2.85 -0.51 1.44  C3 0.999
20 H 1.73 1.19 2.99  C4 1.116
21 H -0.05 1.16 2.82  C4 1.131
22 H -0.54 1.12 -5.03  C5 1.129
23 H 0.91 1.37 -4.12  C5 1.075
24 H -1.14 2.51 -2.05  C6 1.093
25 H -2.10 1.94 -3.36  C6 1.087
26 H 0.26 -2.61 0.19  C7 1.077
27 H -1.06 -3.26 0.90  C7 1.053
28 H 1.50 -1.14 3.09  C8 1.133
29 H -0.80 -1.74 2.85  C9 1.071
30 H -2.29 0.19 -0.32  C10 1.163
31 H -2.64 -1.54 0.26  C10 1.085
32 H -2.70 -0.32 1.49  C10 1.048

Summary:
total energy = -576.60148 a.u.
relative energy (zero: lowest compared OMol25 entry of this formula, charge and spin) = 9.205 eV
charge = +1
HOMO (alpha / beta) = -13.731 / -11.214 eV
frontier orbital gap (alpha / beta) = 9.641 / 4.214 eV
multiplicity = 1